{"formula": "C4H10OS", "method": "the ωB97M-V functional and the def2-TZVPD basis", "symbols": ["C", "C", "C", "C", "O", "S", "H", "H", "H", "H", "H", "H", "H", "H", "H", "H"], "coordinates": [[-1.07917, 0.44277, 1.85462], [-0.47651, 0.67139, -1.48961], [-0.00593, -0.54630, 1.38542], [0.71760, -0.12225, -1.16170], [2.00227, 0.39649, -1.06241], [0.65370, -1.69968, -1.96718], [-2.05987, 0.23578, 1.33644], [-1.23709, 0.13019, 2.87427], [-0.80325, 1.46411, 1.91892], [-0.39618, 1.27442, -2.44957], [-0.66296, 1.33092, -0.67194], [-1.26579, 0.02018, -1.55311], [1.01831, -0.61723, 2.04905], [-0.24287, -1.59293, 1.29597], [1.97738, 0.80972, -0.16180], [1.86037, -2.19758, -2.19736]], "lowdin_charge": [-0.19, -0.15, -0.10, -0.76, -0.07, 0.80, 0.09, 0.05, 0.04, 0.12, 0.06, 0.03, 0.10, 0.02, 0.11, -0.15], "homo_ha": [-0.29343, -0.26180], "de_lowest_ev": 4.294, "gap_ev": [8.656, 7.692]}